An isolated molecule of C3H7N3O4 in a non-equilibrium geometry, computed with ωB97M-V with the def2-TZVPD basis set.

Values from the calculation:
Molar mass in g/mol: 149.11
Energy above the lowest of the compared OMol25 structures with the same formula, charge and spin in kcal per mole: 86.47
Total energy in a.u.: -583.5998
Multiplicity: 1
SMILES string: N[C@@H](CN(O)N=O)C(=O)O
Gap between HOMO and LUMO in eV: 9.8

Cartesian coordinates (Å):
C1 0.0240 -0.5684 -0.6785
C2 0.6586 -0.2680 0.6661
C3 -0.1860 0.7316 -1.4163
H1 0.4995 -2.4371 -1.1333
H2 0.6022 -1.4244 -2.3476
H3 -1.1117 -0.8514 -0.5461
H4 1.0081 -1.2848 1.0562
H5 1.5960 0.4073 0.4694
H6 -0.3859 2.1127 1.0575
H7 -1.0670 2.3298 -1.3171
N1 0.8424 -1.4949 -1.3310
N2 -0.1568 0.3406 1.7313
N3 -0.8460 -0.3491 2.6552
O1 0.0912 1.7332 1.8723
O2 -0.8342 -1.5762 2.5002
O3 -0.8403 1.6432 -0.6178
O4 0.1058 0.9559 -2.6206

An isolated molecule of C3H7N3O6S in a non-equilibrium geometry, computed with ωB97M-V with the def2-TZVPD basis set.

Values from the calculation:
Molar mass in g/mol: 213.17
Total energy in a.u.: -1132.1512
Multiplicity: 1
Gap between HOMO and LUMO in eV: 10.3

Cartesian coordinates (Å):
C1 -1.7767 -2.6136 -1.4716
C2 1.3203 0.9004 1.7298
C3 1.0743 0.8177 0.2650
N1 -0.4023 -0.5398 -0.8399
N2 -0.2637 0.4565 -0.1286
N3 1.3642 2.0883 -0.5445
O1 -1.1252 1.1741 0.3494
O2 1.6904 1.9499 -1.6710
O3 1.2184 3.1132 0.0370
O4 -2.3185 -1.1640 0.5039
O5 -2.8770 -0.2697 -1.7077
O6 2.6727 0.5227 1.9895
S1 -1.9980 -1.0047 -0.8520
H1 -2.8094 -3.0014 -1.6607
H2 -1.1406 -2.6554 -2.3179
H3 -1.3066 -3.2651 -0.5752
H4 0.5908 0.3012 2.2909
H5 1.0716 1.9326 2.0309
H6 1.9809 0.2257 -0.1708
H7 3.0344 1.0313 2.7436

An isolated molecule of C3H7N3OS in a non-equilibrium geometry, computed with ωB97M-V with the def2-TZVPD basis set.

Values from the calculation:
Molar mass in g/mol: 133.18
Energy above the lowest of the compared OMol25 structures with the same formula, charge and spin in kcal per mole: 84.14
Total energy in a.u.: -756.1002
Multiplicity: 1
SMILES string: CNC(=O)n1sn1C
Gap between HOMO and LUMO in eV: 9.3

Cartesian coordinates (Å):
C1 1.0918 0.3053 -1.2632
C2 -1.2783 -2.2883 -0.5734
C3 1.1099 2.1818 0.3829
N1 0.4957 -1.0129 -1.4168
N2 -0.9144 -1.0432 -1.2881
N3 0.6418 0.8923 -0.1105
O1 1.9530 0.6501 -2.0121
S1 -0.3061 -1.2266 -2.8578
H1 -0.6823 -2.1083 0.3815
H2 -2.4468 -2.4425 -0.4844
H3 -0.8018 -3.0777 -1.0937
H4 1.2685 2.1713 1.4325
H5 1.9238 2.4969 -0.1642
H6 0.2423 2.9412 0.4044
H7 0.0706 0.4237 0.5236

| no. | HOMO energy (eV) |
| --- | --- |
| 1 | -9.6211 |
| 2 | -11.1184 |
| 3 | -8.8048 |